No. 1
{
  "formula": "C17H46F4InN12O25",
  "method": "the ωB97M-V functional and the def2-TZVPD basis",
  "elements": ["C", "C", "F", "In", "C", "C", "O", "C", "F", "F", "F", "H", "H", "H", "H", "H", "H", "H", "H", "H", "H", "C", "N", "O", "O", "H", "H", "H", "C", "N", "O", "O", "H", "H", "H", "C", "N", "O", "O", "H", "H", "H", "C", "N", "O", "O", "H", "H", "H", "C", "N", "O", "O", "H", "H", "H", "C", "N", "O", "O", "H", "H", "H", "C", "N", "O", "O", "H", "H", "H", "C", "N", "O", "O", "H", "H", "H", "C", "N", "O", "O", "H", "H", "H", "C", "N", "O", "O", "H", "H", "H", "C", "N", "O", "O", "H", "H", "H", "C", "N", "O", "O", "H", "H", "H"],
  "positions_angstrom": [[2.93268, 0.91050, -0.13377], [3.08398, 0.03064, -1.35341], [3.44291, 0.89219, -2.44941], [1.21283, -1.02480, -1.87525], [-0.43618, 0.44642, -1.54757], [-1.81746, -0.14271, -1.73971], [-2.65481, 0.60268, -2.62203], [-2.58319, -0.36191, -0.40434], [-1.96114, 0.09586, 0.69655], [-2.80588, -1.68251, -0.17154], [-3.80420, 0.21463, -0.39355], [3.02457, 0.29589, 0.76523], [1.97437, 1.42640, -0.07352], [3.71374, 1.67290, -0.10317], [3.93434, -0.63404, -1.20526], [1.16360, -1.55700, -3.55910], [0.91535, -2.45218, -0.85507], [-0.28424, 1.24870, -2.26924], [-0.29810, 0.85304, -0.55058], [-1.78598, -1.13235, -2.19833], [-2.54163, 1.52758, -2.37255], [-1.35676, -2.44163, 2.92743], [0.08690, -2.25727, 2.63335], [0.38692, -1.72947, 1.59677], [0.87885, -2.68549, 3.46649], [-1.93483, -2.02878, 2.10982], [-1.52671, -3.50838, 3.04070], [-1.56967, -1.93254, 3.86275], [6.82825, 1.70562, -2.35995], [6.96465, 1.54306, -0.88491], [8.00539, 1.87988, -0.34826], [6.00916, 1.05467, -0.33402], [7.75659, 2.10397, -2.74862], [6.60353, 0.72439, -2.76134], [5.98261, 2.36508, -2.53253], [2.89541, 5.16907, 2.70221], [2.75597, 4.08933, 1.68071], [2.53264, 2.97106, 2.07696], [2.87867, 4.42438, 0.52078], [2.76002, 4.72461, 3.68059], [3.88504, 5.59841, 2.58090], [2.13590, 5.91335, 2.48434], [0.88416, -3.78588, 6.73995], [-0.55906, -3.53139, 6.99500], [-1.05815, -2.54064, 6.50183], [-1.16047, -4.32983, 7.68319], [1.25913, -2.99320, 6.10421], [1.37402, -3.81209, 7.70852], [0.95325, -4.75175, 6.24924], [-1.14563, 0.42420, 5.60146], [-0.17808, 1.47825, 6.01276], [-0.11152, 2.49231, 5.35597], [0.48388, 1.24443, 7.00612], [-1.66699, 0.77028, 4.71599], [-0.58708, -0.48587, 5.41463], [-1.82996, 0.27854, 6.43147], [-5.37370, 3.48670, -2.25644], [-4.08270, 3.95031, -2.83734], [-4.08061, 4.37728, -3.97639], [-3.10821, 3.84551, -2.13082], [-6.15002, 3.62647, -2.99832], [-5.23725, 2.43982, -1.99593], [-5.54739, 4.07460, -1.36058], [-2.75845, -6.36763, 0.50656], [-2.59985, -5.58608, 1.76310], [-1.74870, -5.93652, 2.55660], [-3.32738, -4.62853, 1.90521], [-2.04022, -7.17751, 0.52193], [-3.78303, -6.72533, 0.48230], [-2.58110, -5.67961, -0.31493], [-4.18606, -3.34167, 7.97013], [-5.43684, -3.00133, 7.23810], [-6.30947, -3.84165, 7.17084], [-5.50162, -1.89043, 6.75389], [-4.27782, -4.35312, 8.34463], [-3.35812, -3.24144, 7.27658], [-4.08740, -2.61684, 8.77267], [8.24160, -2.11026, -4.33157], [7.99376, -0.77319, -4.93975], [8.49555, 0.19657, -4.40679], [7.28818, -0.74108, -5.92288], [8.87654, -1.97225, -3.46552], [7.27139, -2.51879, -4.06233], [8.71115, -2.72477, -5.09333], [3.22122, -3.91782, 0.16744], [4.33745, -3.29411, -0.59421], [4.45772, -3.57510, -1.76877], [5.04510, -2.51584, 0.01078], [2.67892, -4.56504, -0.50969], [3.66596, -4.45626, 0.99984], [2.59226, -3.10387, 0.52077], [-3.92554, 2.66057, -6.94482], [-5.25999, 2.54265, -7.59579], [-5.90402, 1.53295, -7.40266], [-5.63337, 3.47900, -8.27506], [-3.75777, 1.76012, -6.36610], [-3.17995, 2.79033, -7.72219], [-3.96260, 3.54065, -6.31207], [-4.82863, 6.70651, -6.39279], [-3.50816, 6.70735, -7.08238], [-3.24510, 5.75946, -7.78941], [-2.79000, 7.66562, -6.89156], [-5.35112, 5.79740, -6.66816], [-4.63329, 6.75447, -5.32612], [-5.36295, 7.59111, -6.72548]],
  "forces_ev_per_a": [[0.0, 0.0, 0.0], [-0.3, 0.1, 0.2], [0.1, 0.0, -0.1], [0.0, -0.2, -0.3], [0.1, -0.1, 0.1], [-0.1, 0.0, 0.0], [-0.1, 0.2, 0.0], [0.0, -0.3, 0.1], [0.0, 0.0, 0.0], [0.1, 0.0, 0.0], [0.0, 0.1, 0.0], [0.0, 0.0, 0.1], [0.0, 0.0, -0.1], [0.0, 0.0, 0.1], [0.2, 0.1, -0.1], [0.0, 0.0, -0.1], [-0.1, 0.0, 0.0], [0.0, 0.0, -0.1], [-0.1, 0.2, 0.0], [-0.1, -0.1, 0.0], [0.1, 0.1, -0.1], [-0.1, 0.0, 0.0], [-0.1, -0.1, 0.1], [0.2, 0.2, 0.0], [0.0, 0.0, 0.1], [0.1, 0.0, 0.0], [0.0, 0.1, 0.1], [0.0, -0.1, 0.1], [0.1, 0.2, 0.0], [-0.2, -0.2, -0.4], [0.0, 0.1, 0.0], [0.1, 0.0, 0.4], [0.0, 0.0, 0.0], [-0.1, 0.0, 0.0], [-0.1, -0.1, 0.0], [0.0, -0.1, 0.0], [0.0, 0.2, 0.0], [-0.1, -0.1, 0.1], [0.0, 0.0, 0.0], [0.0, 0.0, 0.0], [0.0, 0.0, 0.0], [0.0, 0.0, 0.0], [0.0, 0.1, -0.1], [0.0, 0.0, -0.1], [-0.1, 0.0, 0.0], [0.1, -0.1, 0.1], [0.0, 0.0, 0.0], [0.0, 0.0, 0.0], [0.0, 0.0, 0.0], [-0.1, 0.2, -0.2], [0.1, -0.1, 0.1], [0.0, 0.0, 0.0], [0.0, 0.0, 0.0], [0.0, 0.0, 0.0], [0.1, 0.0, 0.1], [0.0, -0.1, 0.0], [0.0, 0.0, -0.1], [0.0, -0.2, 0.1], [-0.1, 0.1, -0.1], [0.1, 0.1, 0.0], [0.0, 0.0, 0.0], [0.0, 0.0, 0.0], [0.0, 0.0, 0.0], [0.1, 0.0, 0.0], [0.0, 0.1, -0.1], [0.0, -0.1, 0.0], [-0.2, -0.1, 0.0], [0.0, 0.0, 0.0], [0.0, 0.0, 0.0], [0.0, 0.0, 0.0], [-0.1, 0.0, 0.0], [0.0, 0.0, 0.0], [0.0, 0.0, 0.0], [0.0, 0.0, 0.0], [0.0, 0.0, 0.0], [0.0, 0.0, 0.0], [0.0, 0.0, 0.0], [0.0, 0.0, 0.1], [-0.1, 0.0, 0.0], [0.1, -0.1, -0.1], [0.1, 0.0, -0.1], [0.0, 0.0, 0.0], [0.0, 0.0, 0.0], [0.0, 0.0, 0.0], [0.1, 0.0, 0.0], [-0.2, 0.2, 0.1], [0.1, -0.1, -0.1], [0.1, -0.1, 0.0], [0.0, 0.0, 0.0], [0.0, 0.0, 0.0], [0.0, -0.1, 0.0], [0.0, -0.1, 0.1], [0.0, 0.0, 0.0], [0.0, 0.0, 0.0], [0.0, 0.1, 0.0], [0.0, 0.0, 0.0], [0.0, 0.1, 0.0], [0.1, 0.0, 0.0], [0.0, -0.1, 0.0], [-0.1, 0.0, 0.0], [0.1, 0.0, 0.0], [0.0, 0.0, 0.0], [0.0, 0.0, 0.0], [0.0, 0.0, 0.0], [0.0, 0.0, 0.0]],
  "total_charge": -1,
  "spin_multiplicity": 1,
  "e_tot_ha": -3801.8491
}



No. 2
{
  "formula": "C10H15BrNO",
  "method": "the ωB97M-V functional and the def2-TZVPD basis",
  "elements": ["C", "C", "C", "C", "C", "C", "C", "C", "C", "C", "N", "O", "Br", "H", "H", "H", "H", "H", "H", "H", "H", "H", "H", "H", "H", "H", "H", "H"],
  "positions_angstrom": [[-3.62617, -0.54308, 0.69404], [-3.37323, -0.27546, -0.64242], [-2.57149, -0.42753, 1.57458], [-2.17031, 0.22622, -1.03960], [-1.31791, 0.02302, 1.14335], [-1.11772, 0.45549, -0.23552], [1.89681, -2.02679, 0.83351], [3.00548, -0.27921, -1.20510], [1.91992, -0.57223, 0.96976], [-0.23812, 2.39167, -1.01358], [2.35907, 0.12991, 0.01731], [0.13857, 0.99680, -0.64466], [1.39149, 3.42282, -0.10502], [-4.54491, -0.86434, 1.10481], [-4.27426, -0.29108, -1.17727], [-2.67852, -0.77456, 2.62510], [-2.05695, 0.58704, -2.02924], [-0.42324, -0.00074, 1.80686], [2.31534, -2.44051, 1.68570], [0.92604, -2.51119, 0.67619], [2.37835, -2.48445, -0.00250], [4.05984, -0.53620, -0.91199], [2.37240, -0.88265, -1.75645], [3.09942, 0.58245, -1.93472], [1.41372, -0.13464, 1.78796], [-0.27345, 2.49869, -1.98235], [-1.17632, 2.62266, -0.56552], [2.56616, 1.10790, 0.32679]],
  "forces_ev_per_a": [[1.6, 0.1, -0.1], [-1.4, 0.1, 2.3], [1.5, -0.3, 1.1], [0.1, 0.9, -2.2], [1.2, 0.5, -1.2], [0.9, -2.1, 4.2], [-1.3, -0.7, -1.2], [2.2, 2.5, -0.2], [-0.6, -2.3, -1.9], [3.0, -2.1, 6.1], [1.8, 2.8, 1.7], [-3.5, 1.8, -0.6], [-1.8, -0.6, -1.2], [-1.0, -0.3, -0.2], [-0.5, -0.1, -1.8], [0.1, 0.5, -0.8], [-0.1, 0.0, -1.2], [-1.2, 0.3, -0.3], [0.7, -1.0, 1.9], [-0.5, 0.7, 0.7], [1.1, 0.5, -0.7], [-1.1, -0.6, -0.8], [-0.7, -2.2, -0.7], [-0.1, -0.4, 1.4], [0.3, 0.8, 0.9], [0.6, 0.9, -5.2], [-0.2, 0.7, 0.8], [-0.9, -0.5, -1.0]],
  "total_charge": 1,
  "spin_multiplicity": 1,
  "e_tot_ha": -3093.7017
}



No. 3
{
  "formula": "C7H18SSi",
  "method": "the ωB97M-V functional and the def2-TZVPD basis",
  "elements": ["C", "C", "C", "C", "C", "C", "C", "Si", "S", "H", "H", "H", "H", "H", "H", "H", "H", "H", "H", "H", "H", "H", "H", "H", "H", "H", "H"],
  "positions_angstrom": [[2.56181, 0.48207, 0.24370], [1.43339, 2.40996, 1.29690], [-2.37241, -0.78859, -1.54825], [-0.21255, -1.76001, -1.94812], [-0.68472, -0.49311, 1.84365], [1.28138, 1.40097, 0.17222], [-0.90575, -0.42535, -1.45580], [-0.31066, 0.42467, 0.30604], [-0.39424, -2.40990, 1.82262], [3.37416, 1.22491, 0.45038], [2.53722, -0.00495, 1.25771], [2.42823, -0.14721, -0.60299], [0.53414, 3.19808, 1.27602], [2.47185, 2.94426, 1.22408], [1.36451, 1.79168, 2.30564], [-3.05287, 0.01284, -1.08325], [-2.40186, -0.89822, -2.66077], [-2.58945, -1.77406, -0.98872], [-0.21238, -1.83104, -3.09627], [-0.71751, -2.65355, -1.78434], [0.83317, -1.92504, -1.58846], [-1.79891, -0.35143, 2.07081], [-0.31434, -0.08935, 2.79652], [1.19420, 1.88131, -0.75987], [-0.60862, 0.29331, -2.21579], [-1.66712, 2.07154, 1.09204], [-1.77066, -2.58380, 1.57427]],
  "forces_ev_per_a": [[-1.5, 2.0, 2.3], [-1.0, 1.2, 1.5], [-0.9, 0.5, 0.8], [2.2, 1.4, -1.5], [-1.7, -1.5, 1.7], [0.6, -1.1, 1.8], [1.4, -1.1, 1.7], [-2.1, 1.7, -0.9], [-2.0, 1.5, -0.3], [0.1, -1.1, -1.4], [-0.2, -0.4, -1.2], [1.4, -0.8, -0.5], [2.2, -1.6, 0.3], [-1.9, -0.8, 0.3], [0.3, 1.6, -1.7], [0.7, -1.1, -1.2], [-1.4, -0.2, 0.9], [0.3, 1.5, -1.1], [0.3, 0.8, 1.4], [-1.3, -1.4, 1.3], [-0.7, 0.3, -0.4], [1.4, -0.4, -0.8], [0.6, -0.1, -0.5], [0.2, 0.7, -1.4], [-0.3, 0.5, 0.1], [1.5, -1.9, -1.3], [1.6, -0.2, 0.2]],
  "spin_multiplicity": 1,
  "e_tot_ha": -965.0273
}



No. 4
{
  "formula": "C7H15N2O2",
  "method": "the ωB97M-V functional and the def2-TZVPD basis",
  "elements": ["C", "C", "C", "C", "C", "C", "C", "N", "N", "O", "O", "H", "H", "H", "H", "H", "H", "H", "H", "H", "H", "H", "H", "H", "H", "H"],
  "positions_angstrom": [[-0.84549, -3.35448, 2.12181], [-0.68641, -4.09858, 0.98792], [-1.72288, -1.77411, 0.72463], [1.51731, 3.02004, -1.70025], [0.48799, 2.36886, -0.72601], [0.70369, 0.91666, -0.69539], [-0.26329, 0.16226, 0.41793], [-1.66924, -2.19516, 1.95256], [-0.42535, -1.23364, 0.10580], [-1.04273, -3.59963, -0.10501], [-2.70861, -1.24928, 0.04010], [-0.65273, -3.64263, 3.04764], [-0.43726, -5.20755, 1.00575], [1.17361, 2.62448, -2.68660], [2.55888, 2.68267, -1.43768], [1.54284, 4.10840, -1.67216], [0.56165, 2.81202, 0.30446], [-0.55265, 2.54252, -1.02669], [0.49187, 0.33244, -1.52861], [1.71369, 0.39081, -0.41230], [0.10516, 0.33237, 1.37594], [-1.38257, 0.51005, 0.24516], [-2.47064, -2.11534, 2.54738], [0.28028, -1.83347, 0.50582], [-0.37489, -1.38508, -0.86973], [-3.58453, -1.63246, 0.22762]],
  "forces_ev_per_a": [[-0.1, 0.9, -2.6], [-0.4, -1.5, 0.8], [1.4, -0.4, -2.7], [-0.3, -1.0, 0.2], [0.8, 1.8, 0.7], [0.5, -4.3, 4.2], [-2.2, 3.4, -3.6], [0.4, -0.7, -0.1], [-0.7, -1.5, 2.4], [-0.7, 1.3, -1.4], [-0.6, 0.1, 0.4], [0.8, -1.1, 3.9], [0.1, 1.4, 0.3], [0.9, 0.7, 0.4], [-1.1, 0.1, -0.5], [-0.4, -0.1, -0.1], [0.1, -0.5, -0.8], [0.2, 0.2, -0.2], [-0.7, -0.2, -2.4], [-1.0, 2.0, -0.3], [0.3, 0.1, 1.7], [2.5, 0.2, 0.8], [-0.6, 0.1, 0.2], [0.7, -0.4, 0.3], [-0.5, -0.6, -1.5], [0.3, 0.0, 0.0]],
  "total_charge": 1,
  "spin_multiplicity": 1,
  "e_tot_ha": -535.3495
}



Number 1: maximum force 0.5 eV/A. Number 2: maximum force 7.1 eV/A. Number 3: maximum force 3.4 eV/A. Number 4: maximum force 6.1 eV/A.